[1]
DFT (wB97M-V/def2-TZVPD) results for C40H38AsMnN5O3S as an isolated structure.

Each line ends with the Mulliken spin population.
Atoms and positions in Å:
Mn (1.950, -1.447, -0.290)  3.9276
C (3.389, -5.577, -1.166)  0.0013
C (2.656, -4.288, -1.033)  0.0139
N (2.950, -3.348, -0.211)  0.0338
N (4.161, -3.339, 0.470)  -0.0021
C (4.914, -2.250, 0.212)  0.0199
N (6.145, -2.182, 0.681)  -0.0025
S (4.263, -0.981, -0.738)  -0.1169
C (1.563, -3.912, -1.959)  0.0096
C (0.867, -4.835, -2.713)  0.0002
C (-0.074, -4.378, -3.630)  0.0030
C (-0.268, -3.018, -3.764)  0.0011
C (0.464, -2.154, -2.957)  -0.0353
N (1.362, -2.582, -2.075)  0.0223
H (4.453, -5.449, -0.973)  0.0000
H (3.277, -5.995, -2.162)  0.0002
H (2.997, -6.301, -0.446)  0.0007
H (4.532, -4.187, 0.883)  0.0010
H (6.581, -2.934, 1.193)  0.0002
H (6.697, -1.354, 0.510)  0.0006
H (1.046, -5.894, -2.595)  0.0002
H (-0.635, -5.079, -4.233)  0.0000
H (-0.970, -2.619, -4.482)  -0.0006
H (0.335, -1.080, -3.033)  0.0238
O (1.940, 0.097, 0.727)  0.0278
As (1.536, 1.728, 0.391)  0.0110
C (3.135, 2.748, 0.431)  0.0015
C (3.911, 2.696, 1.587)  -0.0021
C (5.060, 3.463, 1.658)  0.0000
C (5.422, 4.277, 0.589)  0.0003
C (4.638, 4.331, -0.554)  0.0000
C (3.483, 3.566, -0.639)  0.0012
C (0.749, 1.756, -1.358)  0.0074
C (-0.578, 2.136, -1.540)  0.0033
C (-1.132, 2.099, -2.814)  0.0011
C (-0.364, 1.687, -3.897)  0.0013
C (0.962, 1.314, -3.715)  -0.0002
C (1.523, 1.347, -2.445)  0.0255
C (0.291, 2.270, 1.723)  -0.0003
C (-0.005, 1.428, 2.787)  0.0014
C (-0.852, 1.884, 3.788)  -0.0001
C (-1.390, 3.161, 3.719)  -0.0001
C (-1.082, 4.001, 2.655)  -0.0001
C (-0.231, 3.562, 1.655)  -0.0009
H (3.619, 2.073, 2.425)  -0.0010
H (5.668, 3.441, 2.552)  0.0000
H (6.316, 4.881, 0.655)  0.0000
H (4.918, 4.974, -1.377)  0.0001
H (2.866, 3.621, -1.528)  -0.0004
H (-1.175, 2.472, -0.700)  0.0003
H (-2.155, 2.419, -2.965)  0.0006
H (-0.793, 1.680, -4.890)  0.0000
H (1.567, 1.023, -4.564)  -0.0001
H (2.572, 1.097, -2.314)  -0.0093
H (0.426, 0.435, 2.841)  0.0013
H (-1.081, 1.244, 4.629)  0.0004
H (-2.041, 3.513, 4.507)  0.0000
H (-1.489, 5.002, 2.616)  0.0001
H (0.035, 4.232, 0.844)  -0.0001
C (-5.293, 3.297, -1.085)  0.0000
O (-4.520, 2.126, -0.795)  -0.0002
C (-5.162, 1.087, -0.207)  -0.0009
C (-6.500, 1.065, 0.163)  0.0007
C (-7.033, -0.084, 0.728)  -0.0011
C (-6.260, -1.225, 0.918)  0.0005
C (-4.927, -1.215, 0.553)  -0.0010
C (-4.382, -0.056, 0.020)  0.0003
N (-3.036, 0.011, -0.442)  -0.0045
C (-1.936, -0.486, 0.035)  -0.0091
C (-1.673, -1.133, 1.279)  -0.0296
C (-2.471, -0.971, 2.429)  0.0045
C (-2.087, -1.515, 3.629)  -0.0068
C (-0.900, -2.253, 3.706)  0.0038
C (-0.092, -2.417, 2.600)  -0.0242
C (-0.452, -1.856, 1.372)  0.0006
O (0.314, -2.026, 0.300)  0.0597
H (-6.108, 3.062, -1.770)  0.0000
H (-4.610, 3.997, -1.556)  0.0000
H (-5.687, 3.732, -0.166)  0.0000
H (-7.131, 1.928, 0.012)  0.0000
H (-8.075, -0.091, 1.012)  0.0000
H (-6.700, -2.118, 1.336)  0.0000
H (-4.316, -2.099, 0.674)  -0.0004
H (-2.935, 0.572, -1.285)  0.0010
H (-1.085, -0.352, -0.622)  0.0307
H (-3.383, -0.393, 2.372)  -0.0011
H (-2.701, -1.381, 4.508)  0.0005
H (-0.609, -2.699, 4.647)  -0.0001
H (0.827, -2.986, 2.664)  0.0046

Values from the calculation:
⟨S²⟩ ... 6.077
Total charge ... +3
Multiplicity ... 5


[2]
DFT (wB97M-V/def2-TZVPD) results for C40H38BN10P2S3Sc as an isolated structure.

Each line ends with the Mulliken spin population.
Atoms and positions in Å:
Sc (0.722, -0.737, 0.522)  0.0499
C (-2.395, -0.380, -2.483)  0.0003
C (-1.743, 0.165, -1.384)  0.0018
N (-1.063, -0.780, -0.732)  0.0039
N (-1.273, -1.943, -1.395)  0.0013
C (-2.058, -1.721, -2.457)  -0.0001
B (-0.645, -3.288, -0.917)  -0.0014
N (-0.824, -3.368, 0.634)  -0.0014
C (-1.416, -4.348, 1.333)  0.0000
C (-1.329, -4.045, 2.678)  0.0000
C (-0.649, -2.834, 2.720)  -0.0004
N (-0.342, -2.431, 1.486)  0.0029
N (0.890, -3.252, -1.193)  -0.0029
C (1.669, -4.029, -1.963)  0.0000
C (2.989, -3.659, -1.777)  0.0003
C (2.940, -2.622, -0.861)  -0.0007
N (1.675, -2.365, -0.514)  0.0056
N (-1.395, -4.440, -1.549)  -0.0001
C (-2.754, -4.552, -1.580)  0.0000
C (-3.069, -5.757, -2.147)  0.0000
C (-1.820, -6.339, -2.435)  0.0000
N (-0.829, -5.552, -2.069)  0.0000
H (-3.022, 0.124, -3.196)  -0.0002
H (-1.741, 1.183, -1.027)  -0.0013
H (-2.330, -2.510, -3.134)  0.0001
H (-1.864, -5.196, 0.843)  0.0000
H (-1.713, -4.614, 3.506)  0.0000
H (-0.382, -2.239, 3.579)  0.0004
H (1.228, -4.805, -2.556)  0.0000
H (3.863, -4.082, -2.237)  0.0002
H (3.749, -2.053, -0.433)  -0.0047
H (-3.393, -3.783, -1.177)  0.0000
H (-4.048, -6.161, -2.339)  0.0000
H (-1.607, -7.299, -2.876)  0.0000
S (1.388, 1.240, -1.289)  0.0913
P (2.975, 1.418, -0.093)  -0.0114
C (2.616, 0.402, 1.298)  0.6821
P (1.794, 1.086, 2.696)  0.0384
S (-0.184, 0.952, 2.359)  0.0776
C (2.345, -0.063, 4.003)  0.0016
C (2.470, -1.421, 3.707)  -0.0022
C (2.941, -2.303, 4.665)  -0.0031
C (3.302, -1.832, 5.920)  0.0062
C (3.171, -0.485, 6.221)  0.0016
C (2.689, 0.400, 5.269)  0.0128
C (2.224, 2.718, 3.342)  -0.0175
C (3.567, 3.091, 3.320)  0.0227
C (3.953, 4.302, 3.864)  0.0046
C (3.004, 5.132, 4.447)  -0.0005
C (1.668, 4.758, 4.470)  0.0003
C (1.271, 3.552, 3.911)  0.0008
C (3.322, 3.185, 0.089)  0.0188
C (4.548, 3.753, -0.239)  -0.0034
C (4.692, 5.133, -0.193)  0.0009
C (3.623, 5.935, 0.176)  -0.0012
C (2.407, 5.364, 0.532)  0.0008
C (2.254, 3.991, 0.484)  0.0034
C (4.439, 0.628, -0.806)  0.0405
C (4.394, 0.055, -2.071)  -0.0026
C (5.489, -0.658, -2.538)  0.0033
C (6.625, -0.782, -1.752)  0.0026
C (6.676, -0.198, -0.491)  0.0117
C (5.579, 0.497, -0.011)  -0.0109
H (2.216, -1.793, 2.721)  -0.0177
H (3.028, -3.356, 4.430)  -0.0003
H (3.682, -2.518, 6.665)  0.0003
H (3.446, -0.125, 7.204)  0.0001
H (2.586, 1.451, 5.507)  0.0008
H (4.299, 2.426, 2.874)  -0.0033
H (4.995, 4.593, 3.839)  0.0002
H (3.308, 6.073, 4.885)  -0.0001
H (0.930, 5.402, 4.930)  -0.0001
H (0.229, 3.258, 3.915)  -0.0004
H (5.380, 3.131, -0.541)  0.0007
H (5.639, 5.581, -0.461)  -0.0001
H (3.735, 7.012, 0.183)  0.0000
H (1.575, 5.987, 0.835)  0.0000
H (1.300, 3.537, 0.728)  -0.0005
H (3.493, 0.145, -2.669)  0.0018
H (5.442, -1.128, -3.511)  -0.0002
H (7.474, -1.344, -2.119)  0.0002
H (7.565, -0.290, 0.118)  0.0001
H (5.597, 0.936, 0.981)  -0.0078
S (0.927, -1.194, -3.967)  0.0032
C (0.445, 0.013, -5.011)  -0.0029
N (0.366, -0.091, -6.350)  0.0010
C (-0.163, 1.116, -6.978)  0.0001
C (-0.105, 2.129, -5.823)  -0.0003
N (0.062, 1.258, -4.662)  -0.0027
H (0.430, -0.973, -6.823)  0.0002
H (-1.187, 0.961, -7.326)  0.0000
H (0.450, 1.420, -7.824)  0.0000
H (-1.019, 2.715, -5.742)  0.0000
H (0.744, 2.810, -5.922)  0.0001
H (0.258, 1.609, -3.743)  0.0055

Values from the calculation:
⟨S²⟩ ... 0.756
Total charge ... +1
Multiplicity ... 2


[3]
DFT (wB97M-V/def2-TZVPD) results for C40H38N4O3PRh as an isolated structure.

Each line ends with the Mulliken spin population.
Atoms and positions in Å:
Rh (-0.383, -0.018, -0.314)  2.1997
C (-0.907, 4.879, -1.483)  -0.0035
O (0.303, 4.824, -2.234)  0.0499
C (1.216, 3.860, -2.019)  0.1198
C (2.412, 3.950, -2.686)  -0.0869
C (3.394, 2.950, -2.562)  0.2030
C (3.232, 1.857, -1.733)  -0.1342
C (2.059, 1.749, -0.995)  0.0958
C (1.785, 0.810, 0.062)  -0.0640
N (2.637, -0.213, 0.237)  0.2439
N (2.465, -1.052, 1.244)  0.0737
C (1.329, -1.041, 1.989)  0.0581
O (0.295, -0.339, 1.863)  0.0857
C (1.324, -2.100, 3.060)  0.0013
C (0.147, -2.331, 3.764)  0.0182
C (0.093, -3.329, 4.726)  -0.0098
C (1.217, -4.098, 4.995)  0.0204
C (2.395, -3.869, 4.296)  -0.0122
C (2.451, -2.876, 3.330)  0.0288
C (0.958, 2.682, -1.204)  0.2193
O (-0.184, 2.393, -0.767)  0.3254
H (-1.550, 4.031, -1.709)  0.0042
H (-1.374, 5.809, -1.793)  -0.0009
H (-0.696, 4.896, -0.413)  0.0007
H (2.570, 4.800, -3.335)  0.0020
H (4.322, 3.071, -3.106)  0.0069
H (4.016, 1.129, -1.585)  0.0028
H (1.214, 1.224, 0.887)  0.0290
H (-0.720, -1.730, 3.534)  -0.0006
H (-0.826, -3.504, 5.270)  -0.0002
H (1.179, -4.867, 5.754)  0.0016
H (3.275, -4.463, 4.506)  -0.0003
H (3.356, -2.686, 2.772)  -0.0003
C (1.026, -1.669, -5.494)  0.0078
C (0.801, -0.201, -5.224)  -0.0092
C (1.207, 0.691, -6.217)  -0.0021
C (0.979, 2.056, -6.133)  0.0083
C (0.305, 2.564, -5.035)  0.0044
C (-0.077, 1.697, -4.028)  0.0493
C (0.180, 0.327, -4.087)  -0.0024
P (-0.446, -0.573, -2.615)  -0.0249
C (0.403, -2.198, -2.675)  -0.0001
C (1.778, -2.041, -2.507)  0.0683
C (2.633, -3.129, -2.463)  -0.0069
C (2.107, -4.405, -2.579)  0.0108
C (0.738, -4.570, -2.718)  -0.0061
C (-0.140, -3.490, -2.761)  0.0055
C (-1.609, -3.783, -2.878)  -0.0001
C (-2.226, -0.627, -2.975)  0.0497
C (-2.736, -0.910, -4.242)  -0.0050
C (-4.097, -0.909, -4.466)  0.0017
C (-4.958, -0.594, -3.416)  0.0071
C (-4.449, -0.261, -2.175)  -0.0542
C (-3.071, -0.255, -1.927)  -0.1946
C (-2.533, 0.172, -0.586)  0.5823
H (1.127, -1.816, -6.567)  0.0001
H (0.199, -2.290, -5.150)  -0.0019
H (1.927, -2.052, -5.014)  0.0005
H (1.697, 0.289, -7.094)  0.0002
H (1.311, 2.708, -6.929)  0.0007
H (0.083, 3.620, -4.952)  -0.0019
H (-0.621, 2.086, -3.173)  -0.0142
H (2.192, -1.046, -2.380)  -0.0100
H (3.693, -2.977, -2.319)  -0.0006
H (2.757, -5.269, -2.551)  0.0007
H (0.327, -5.569, -2.787)  0.0002
H (-1.787, -4.846, -2.713)  -0.0001
H (-1.996, -3.529, -3.863)  -0.0008
H (-2.195, -3.224, -2.151)  -0.0007
H (-2.060, -1.133, -5.058)  -0.0008
H (-4.489, -1.142, -5.445)  0.0003
H (-6.027, -0.588, -3.577)  0.0004
H (-5.121, 0.015, -1.373)  0.0039
H (-3.005, -0.394, 0.224)  0.0072
H (-2.752, 1.231, -0.403)  0.0038
C (0.756, -5.552, 1.017)  0.0005
N (-0.096, -4.412, 0.751)  0.0033
C (-1.437, -4.288, 1.015)  -0.0003
C (-1.774, -3.020, 0.652)  0.0241
N (-0.662, -2.367, 0.186)  0.0291
C (0.319, -3.235, 0.258)  0.0003
H (0.153, -6.459, 0.996)  0.0000
H (1.235, -5.449, 1.992)  0.0000
H (1.514, -5.615, 0.239)  0.0000
H (-2.009, -5.093, 1.431)  0.0028
H (-2.734, -2.542, 0.707)  0.0001
H (1.342, -3.052, -0.025)  -0.0138

Values from the calculation:
⟨S²⟩ ... 6.108
Total charge ... 0
Multiplicity ... 5


The relative energy (zero: lowest compared OMol25 entry of this formula, charge and spin) results, record by record, are as follows: 27.6 44.5 0.0 kJ/mol.
The E results, record by record, are as follows: -5830.70237 -4757.58013 -2443.57232 a.u..
The maximum force results, record by record, are as follows: 0.0097 0.0267 0.0192 hartree/bohr.